1.
Entry from the Open Molecules 2025 dataset: a structure of composition C4H10N2 in a non-equilibrium geometry (wB97M-V/def2-TZVPD).

Its total charge is 0.

Atoms and positions in Å:
C (-1.22001, -0.98868, 0.36139)
C (-0.96932, 1.37989, -0.48224)
C (-0.47479, 0.21644, 0.34033)
N (0.12612, -2.09192, -0.56561)
N (1.75556, 1.14904, 0.61530)
C (0.85732, 0.13600, 0.71661)
H (0.20398, -1.52564, -1.41233)
H (0.85474, -2.81391, -0.56508)
H (1.59603, 1.84941, -0.09522)
H (2.72465, 0.92437, 0.78707)
H (-2.17237, -0.99282, -0.16328)
H (-1.16159, -1.60154, 1.25121)
H (1.19410, -0.69840, 1.31550)
H (-0.72515, 2.34101, -0.01880)
H (-0.53513, 1.37709, -1.48863)
H (-2.05413, 1.33967, -0.59623)

---

2.
Entry from the Open Molecules 2025 dataset: a cluster of 4 separate species, C2H10O2S2 in total in a non-equilibrium geometry (wB97M-V/def2-TZVPD).

Its total charge is 0.

Atoms and positions in Å:
C (0.27728, 0.04923, 1.41472)
C (0.18091, -0.46068, -0.02266)
S (1.11672, -1.95646, -0.17371)
S (-3.05973, 1.00999, 0.50133)
H (0.35433, -0.84775, 2.19823)
H (1.19207, 0.66652, 1.41789)
H (-0.62405, 0.71566, 1.63364)
H (-0.82118, -0.72792, -0.47177)
H (0.60411, 0.27801, -0.76557)
H (-3.88949, -0.02832, 0.36659)
H (4.00715, -0.63766, 0.16472)
H (2.54172, -0.59857, -0.11441)
O (3.32052, 0.01493, -0.08516)
H (-2.07942, 0.65014, -1.17558)
H (-1.67196, 1.16644, -2.87021)
O (-1.44899, 0.70644, -2.01805)

---

3.
Entry from the Open Molecules 2025 dataset: a structure of composition C50H53Cl3N7Zr (wB97M-V/def2-TZVPD).

Its total charge is +1.

Atoms and positions in Å:
Zr (0.13106, -0.58247, -0.22780)
C (5.87325, -2.29635, 1.59468)
C (5.72287, -0.85582, 1.09543)
C (4.51251, -0.66120, 0.23613)
C (4.45084, -0.65185, -1.12505)
C (5.57207, -0.86941, -2.09290)
C (6.19266, 0.44897, -2.56998)
C (3.07945, -0.40125, -1.47723)
N (2.31881, -0.24891, -0.34629)
C (3.17552, -0.43586, 0.71395)
C (2.79331, -0.44762, 2.04567)
C (1.53749, -0.13574, 2.53611)
C (1.18931, 0.01223, 3.92169)
C (2.04991, -0.41531, 5.06826)
C (3.00452, 0.68227, 5.55190)
C (-0.03958, 0.61532, 3.95226)
C (-0.45395, 0.78846, 2.59003)
C (-1.60192, 1.43924, 2.16243)
C (-2.07505, 1.51428, 0.87075)
N (-1.52994, 0.86019, -0.21602)
C (-2.35418, 1.13373, -1.27896)
C (-2.07284, 0.80753, -2.59592)
C (-0.85886, 0.34709, -3.08595)
N (0.22128, 0.00415, -2.30794)
C (1.28397, -0.15600, -3.16752)
C (2.59040, -0.36552, -2.77582)
C (0.84348, 0.02802, -4.52663)
C (-0.48579, 0.32733, -4.47774)
C (-1.39853, 0.68062, -5.61026)
C (-1.46865, 2.19366, -5.84848)
C (1.73107, -0.05634, -5.72869)
C (2.51524, 1.23762, -5.97460)
C (-3.47486, 1.93156, -0.84626)
C (-3.27984, 2.19872, 0.47498)
C (-4.06561, 3.13154, 1.34485)
C (-3.25280, 4.36757, 1.76578)
C (-4.58322, 2.40770, -1.73267)
C (-4.22574, 3.70521, -2.46675)
N (0.48800, 0.26755, 1.74068)
C (-0.83163, 1.06754, 5.13948)
C (-0.54930, 2.53008, 5.50784)
H (6.77833, -2.40406, 2.19192)
H (5.93041, -2.99218, 0.75650)
H (5.02092, -2.58969, 2.20923)
H (6.60967, -0.57716, 0.52440)
H (5.67902, -0.17599, 1.94927)
H (5.20650, -1.43359, -2.95374)
H (6.33836, -1.48357, -1.61763)
H (5.46402, 1.04628, -3.11990)
H (7.04595, 0.26385, -3.22156)
H (6.53431, 1.04140, -1.72078)
H (3.56502, -0.66316, 2.77304)
H (2.62979, -1.29363, 4.77626)
H (1.40969, -0.72568, 5.89638)
H (3.69209, 0.98416, 4.76077)
H (3.58951, 0.33367, 6.40252)
H (2.45250, 1.56760, 5.86557)
H (-2.20346, 1.91994, 2.92258)
H (-2.82503, 1.06359, -3.33075)
H (3.31754, -0.48470, -3.56841)
H (-2.40009, 0.29419, -5.41048)
H (-1.04609, 0.18938, -6.51815)
H (-1.76988, 2.71913, -4.94086)
H (-2.18349, 2.43018, -6.63595)
H (-0.49463, 2.58338, -6.14352)
H (1.12119, -0.27983, -6.60513)
H (2.42726, -0.88952, -5.61023)
H (1.83817, 2.06913, -6.16954)
H (3.17293, 1.12991, -6.83669)
H (3.12362, 1.50191, -5.10866)
H (-4.42608, 2.60613, 2.23384)
H (-4.94440, 3.46031, 0.79004)
H (-2.61182, 4.15835, 2.62177)
H (-3.91377, 5.19018, 2.03527)
H (-2.61166, 4.70315, 0.94989)
H (-5.48070, 2.56435, -1.13311)
H (-4.82129, 1.62775, -2.45988)
H (-3.94191, 4.48212, -1.75585)
H (-5.07169, 4.06892, -3.04917)
H (-3.38420, 3.55308, -3.14387)
H (-0.60196, 0.42376, 5.99034)
H (-1.89637, 0.95051, 4.92639)
H (0.46695, 2.64810, 5.88205)
H (-1.23448, 2.87567, 6.28133)
H (-0.65575, 3.17733, 4.63577)
C (-5.41284, -3.15974, -0.07054)
C (-4.80072, -2.29754, -0.96489)
C (-3.45748, -1.98331, -0.81207)
C (-2.73829, -2.53108, 0.23637)
C (-3.33354, -3.42856, 1.11681)
C (-4.67178, -3.73104, 0.96317)
N (-1.34771, -2.21111, 0.28401)
N (-0.66573, -2.85034, 1.12072)
C (0.71719, -2.94494, 0.83399)
C (1.53068, -3.64872, 1.73940)
C (2.68253, -4.22938, 1.27797)
C (3.02433, -4.09339, -0.07522)
C (2.29232, -3.27178, -0.91238)
C (1.10503, -2.66174, -0.49891)
H (-6.46113, -3.40263, -0.18153)
H (-5.36214, -1.87997, -1.79032)
H (-2.95833, -1.33657, -1.51963)
H (-2.74474, -3.86816, 1.90922)
H (-5.14475, -4.42378, 1.64642)
H (1.23457, -3.72724, 2.77916)
H (3.31167, -4.80308, 1.94499)
H (3.87781, -4.63377, -0.46671)
H (2.63006, -3.14055, -1.93473)
Cl (-5.55606, 0.78079, 4.48953)
C (-5.52942, -0.53546, 3.30207)
Cl (-6.38303, -0.04573, 1.83462)
Cl (-6.24867, -1.98854, 3.98696)
C (-4.12896, -0.80129, 2.95207)
N (-3.03059, -0.93451, 2.65474)

---

4.
Entry from the Open Molecules 2025 dataset: a cluster of 4 separate species, C18H29BN4O7 in total in a non-equilibrium geometry (wB97M-V/def2-TZVPD).

Its structure (SMILES) is O=C1NC(=O)c2c(CB(O)O)cccc21.CN(C)C=O.CN(C)C=O.CN(C)C=O. Its total charge is 0.

Atoms and positions in Å:
O (5.02843, 0.69267, 1.52275)
C (3.85722, 0.37953, 1.22461)
N (3.24834, -0.97756, 1.18450)
C (1.91805, -1.04283, 0.50955)
O (1.32920, -2.05715, 0.07598)
C (1.53038, 0.49390, 0.45718)
C (0.22399, 1.22834, 0.08710)
C (-1.05104, 0.29934, -0.29304)
B (-1.80247, 0.02250, 1.15026)
O (-1.09945, -0.86269, 2.05324)
O (-3.06030, 0.67232, 1.48135)
C (0.03733, 2.77226, 0.08427)
C (1.28861, 3.63404, 0.49730)
C (2.65068, 2.95672, 0.89624)
C (2.70814, 1.41835, 0.86130)
H (3.20422, -1.45366, 2.10686)
H (-0.67589, -0.68360, -0.77110)
H (-1.73767, 0.82017, -1.04252)
H (-1.27396, -0.46886, 2.94621)
H (-3.04822, 1.48680, 0.92024)
H (-0.95434, 3.27256, -0.18704)
H (1.16454, 4.76998, 0.52680)
H (3.56575, 3.55448, 1.20058)
C (1.72446, 7.00154, -1.93075)
O (1.07934, 6.56046, -0.99689)
N (3.02938, 7.38948, -1.87194)
C (3.73071, 7.90589, -3.02961)
C (3.73830, 7.28221, -0.61146)
H (1.28236, 7.12402, -2.93237)
H (4.58888, 7.26331, -3.24202)
H (4.07715, 8.91964, -2.81328)
H (3.07765, 7.93023, -3.90338)
H (3.73394, 6.23900, -0.28566)
H (3.22508, 7.88626, 0.14087)
H (4.76671, 7.62819, -0.72050)
C (1.91181, -7.10351, -0.44828)
O (1.77529, -8.25118, -0.83082)
N (0.90792, -6.18957, -0.32528)
C (1.14982, -4.83687, 0.13878)
C (-0.44415, -6.58184, -0.66928)
H (2.89755, -6.70267, -0.16142)
H (0.56459, -4.66286, 1.04555)
H (0.84043, -4.13516, -0.63637)
H (2.20661, -4.68182, 0.36006)
H (-0.74396, -7.42427, -0.04075)
H (-0.47047, -6.89856, -1.71496)
H (-1.13304, -5.74929, -0.52056)
C (-4.66739, -2.87099, -0.60799)
O (-4.11986, -1.83927, -0.94926)
N (-5.31427, -3.06448, 0.57642)
C (-5.94350, -4.32529, 0.91127)
C (-5.37412, -1.97390, 1.53105)
H (-4.68121, -3.76104, -1.25788)
H (-7.01009, -4.15708, 1.08126)
H (-5.48580, -4.72126, 1.82144)
H (-5.82017, -5.04999, 0.10480)
H (-5.87286, -1.11912, 1.06792)
H (-4.35795, -1.68001, 1.80389)
H (-5.92061, -2.27780, 2.42475)

---

5.
Entry from the Open Molecules 2025 dataset: a cluster of 3 separate species, C3H14N2O2 in total in a non-equilibrium geometry (wB97M-V/def2-TZVPD).

Its structure (SMILES) is CNCCN.O.O. Its total charge is 0.

Atoms and positions in Å:
N (-1.02413, 1.72244, -0.39637)
C (-1.46703, 0.45318, 0.23000)
C (-0.34588, -0.42364, 0.78315)
N (0.67365, -0.77950, -0.22189)
C (1.69621, -1.61894, 0.38952)
H (-1.10533, 2.56560, 0.17344)
H (-1.87260, 1.94230, -0.92336)
H (-2.16677, 0.50279, 1.06001)
H (-1.84324, -0.13924, -0.59577)
H (0.11769, 0.14186, 1.60785)
H (-0.80253, -1.38847, 0.97658)
H (1.02642, 0.04757, -0.68381)
H (1.95938, -1.34868, 1.41085)
H (1.44333, -2.67787, 0.29892)
H (2.57925, -1.59180, -0.27531)
H (-0.95073, -1.32362, -2.95460)
H (-0.04415, -1.69230, -1.77183)
O (-0.77915, -2.03201, -2.33262)
H (1.50441, 3.06696, 0.97475)
H (0.49608, 2.06273, 0.73868)
O (0.90510, 2.51065, 1.51179)

---

| no. | E_tot (a.u.) | orbital gap (Eh) |
| --- | --- | --- |
| 1 | -267.787289 | 0.2859 |
| 2 | -1028.821231 | 0.1301 |
| 3 | -3747.926377 | 0.2106 |
| 4 | -1473.794861 | 0.2917 |
| 5 | -382.650378 | 0.3668 |